Record 1
# C33H68Br20F4NO4P2

11 unconnected molecules or ions with the total composition C33H68Br20F4NO4P2 (the ωB97M-V functional and the def2-TZVPD basis, the Open Molecules 2025 dataset).

Last columns: bonded neighbours and bond lengths (Å).
Element x y z (Å)
1 C 3.306 3.479 3.684  C2 1.528, H25 1.091, H26 1.090, H27 1.090
2 C 3.542 3.715 2.193  C1 1.528, O3 1.438, H28 1.088, H29 1.092
3 O 4.000 2.531 1.517  C2 1.438, P4 1.613
4 P 2.970 1.965 0.413  O3 1.613, O5 1.473, C6 1.815, O22 1.599
5 O 2.643 2.930 -0.650  P4 1.473
6 C 1.522 1.333 1.307  P4 1.815, C7 1.545, H30 1.089, H31 1.095
7 C 0.476 2.451 1.516  C6 1.545, P8 1.950, H32 1.095, H33 1.093
8 P -1.429 2.077 1.702  C7 1.950, C9 1.964, C12 1.925, C16 1.970, H34 1.463, H35 1.473
9 C -3.361 2.025 2.052  P8 1.964, C10 1.494, H36 1.097, H37 1.094
10 C -4.220 0.901 1.569  C9 1.494, N11 1.276, H38 1.092
11 N -5.178 1.011 0.734  C10 1.276, H39 1.021
12 C -1.122 0.315 2.414  P8 1.925, C13 1.533, H40 1.094, H41 1.090
13 C -0.411 0.356 3.770  C12 1.533, C14 1.521, O15 1.452, H42 1.096
14 C -1.410 0.299 4.916  C13 1.521, H43 1.096, H44 1.092, H45 1.090
15 O 0.403 -0.843 3.850  C13 1.452, H46 0.961
16 C -1.662 1.473 -0.158  P8 1.970, F17 1.385, F18 1.369, C19 1.544
17 F -2.742 2.203 -0.625  C16 1.385
18 F -1.969 0.151 -0.339  C16 1.369
19 C -0.577 1.826 -1.198  C16 1.544, F20 1.394, F21 1.351, H47 1.085
20 F -1.187 1.881 -2.449  C19 1.394
21 F 0.319 0.825 -1.342  C19 1.351
22 O 3.783 0.746 -0.229  P4 1.599, C23 1.455
23 C 3.861 -0.462 0.580  O22 1.455, C24 1.530, H48 1.089, H49 1.088
24 C 5.087 -1.252 0.119  C23 1.530, H50 1.089, H51 1.088, H52 1.089
25 H 3.330 2.412 3.911  C1 1.091
26 H 2.342 3.877 4.003  C1 1.090
27 H 4.079 3.954 4.289  C1 1.090
28 H 2.677 4.150 1.696  C2 1.088
29 H 4.345 4.447 2.089  C2 1.092
30 H 1.208 0.436 0.776  C6 1.089
31 H 1.917 0.999 2.272  C6 1.095
32 H 0.777 2.934 2.451  C7 1.095
33 H 0.664 3.252 0.796  C7 1.093
34 H -1.632 3.435 1.197  P8 1.463
35 H -1.300 2.571 3.084  P8 1.473
36 H -3.505 2.109 3.136  C9 1.097
37 H -3.801 2.940 1.646  C9 1.094
38 H -4.080 -0.119 1.932  C10 1.092
39 H -5.268 1.985 0.440  N11 1.021
40 H -2.070 -0.172 2.661  C12 1.094
41 H -0.626 -0.386 1.742  C12 1.090
42 H 0.197 1.260 3.886  C13 1.096
43 H -0.888 0.216 5.877  C14 1.096
44 H -2.024 1.202 4.929  C14 1.092
45 H -2.054 -0.574 4.812  C14 1.090
46 H 0.614 -0.942 4.783  O15 0.961
47 H -0.114 2.802 -1.095  C19 1.085
48 H 2.950 -1.029 0.394  C23 1.089
49 H 3.926 -0.168 1.626  C23 1.088
50 H 4.770 -2.228 -0.248  C24 1.089
51 H 5.839 -1.351 0.898  C24 1.088
52 H 5.519 -0.724 -0.730  C24 1.089
53 Br -4.849 -0.887 4.015  C54 1.943
54 C -5.705 -2.592 3.647  Br53 1.943, C55 1.502, H57 1.085, H58 1.089
55 C -7.203 -2.478 3.632  C54 1.502, Br56 1.952, H59 1.086, H60 1.083
56 Br -7.937 -2.377 5.437  C55 1.952
57 H -5.344 -3.299 4.387  C54 1.085
58 H -5.342 -2.879 2.662  C54 1.089
59 H -7.641 -3.371 3.195  C55 1.086
60 H -7.555 -1.604 3.099  C55 1.083
61 Br -1.730 1.912 -8.378  C62 1.953
62 C -0.834 2.048 -6.648  Br61 1.953, C63 1.502, H65 1.086, H66 1.087
63 C -1.723 2.643 -5.593  C62 1.502, Br64 1.947, H67 1.087, H68 1.085
64 Br -1.897 4.571 -5.793  C63 1.947
65 H 0.070 2.626 -6.813  C62 1.086
66 H -0.567 1.027 -6.387  C62 1.087
67 H -1.288 2.496 -4.607  C63 1.087
68 H -2.728 2.235 -5.607  C63 1.085
69 Br -8.089 -2.537 0.315  C70 1.944
70 C -6.724 -3.781 -0.294  Br69 1.944, C71 1.502, H73 1.085, H74 1.087
71 C -7.149 -5.217 -0.169  C70 1.502, Br72 1.946, H75 1.089, H76 1.085
72 Br -7.060 -5.851 1.669  C71 1.946
73 H -5.828 -3.560 0.276  C70 1.085
74 H -6.558 -3.529 -1.339  C70 1.087
75 H -6.463 -5.858 -0.721  C71 1.089
76 H -8.164 -5.391 -0.509  C71 1.085
77 Br 1.951 0.010 -8.502  C78 1.949
78 C 1.879 1.524 -9.727  Br77 1.949, C79 1.503, H81 1.085, H82 1.085
79 C 3.050 2.446 -9.532  C78 1.503, Br80 1.944, H83 1.088, H84 1.086
80 Br 2.838 3.550 -7.946  C79 1.944
81 H 0.922 2.011 -9.569  C78 1.085
82 H 1.901 1.086 -10.720  C78 1.085
83 H 3.122 3.149 -10.360  C79 1.088
84 H 3.991 1.915 -9.424  C79 1.086
85 Br -4.063 -7.705 0.584  C86 1.944
86 C -2.811 -7.796 -0.901  Br85 1.944, C87 1.506, H89 1.085, H90 1.088
87 C -2.769 -6.500 -1.667  C86 1.506, Br88 1.947, H91 1.087, H92 1.085
88 Br -4.331 -6.288 -2.809  C87 1.947
89 H -3.110 -8.637 -1.516  C86 1.085
90 H -1.841 -8.000 -0.452  C86 1.088
91 H -1.916 -6.482 -2.341  C87 1.087
92 H -2.735 -5.631 -1.018  C87 1.085
93 Br 6.574 0.368 -9.724  C94 1.947
94 C 7.454 0.467 -7.989  Br93 1.947, C95 1.505, H97 1.085, H98 1.088
95 C 6.586 1.130 -6.954  C94 1.505, Br96 1.942, H99 1.088, H100 1.086
96 Br 6.528 3.058 -7.182  C95 1.942
97 H 8.391 0.991 -8.145  C94 1.085
98 H 7.655 -0.565 -7.712  C94 1.088
99 H 6.997 0.970 -5.959  C95 1.088
100 H 5.558 0.781 -6.980  C95 1.086
101 Br -0.481 0.989 -12.200  C102 1.942
102 C -0.549 2.509 -13.407  Br101 1.942, C103 1.506, H105 1.085, H106 1.088
103 C 0.636 3.417 -13.210  C102 1.506, Br104 1.944, H107 1.088, H108 1.085
104 Br 0.463 4.488 -11.596  C103 1.944
105 H -1.497 3.006 -13.230  C102 1.085
106 H -0.542 2.089 -14.410  C102 1.088
107 H 0.709 4.131 -14.028  C103 1.088
108 H 1.568 2.869 -13.123  C103 1.085
109 Br 4.715 -2.162 3.634  C110 1.943
110 C 4.464 -2.062 5.557  Br109 1.943, C111 1.504, H113 1.084, H114 1.088
111 C 3.099 -1.547 5.924  C110 1.504, Br112 1.948, H115 1.087, H116 1.086
112 Br 2.963 0.381 5.691  C111 1.948
113 H 5.261 -1.439 5.946  C110 1.084
114 H 4.597 -3.081 5.915  C110 1.088
115 H 2.908 -1.718 6.980  C111 1.087
116 H 2.308 -1.997 5.332  C111 1.086
117 Br -6.326 -2.698 8.877  C118 1.944
118 C -5.889 -0.804 8.860  Br117 1.944, C119 1.505, H121 1.085, H122 1.088
119 C -4.844 -0.487 7.824  C118 1.505, Br120 1.947, H123 1.088, H124 1.085
120 Br -3.072 -1.040 8.409  C119 1.947
121 H -5.575 -0.544 9.866  C118 1.085
122 H -6.821 -0.294 8.627  C118 1.088
123 H -4.775 0.587 7.667  C119 1.088
124 H -5.031 -0.977 6.874  C119 1.085
125 Br 5.084 -1.903 9.005  C126 1.944
126 C 6.252 -0.454 9.567  Br125 1.944, C127 1.505, H129 1.085, H130 1.088
127 C 7.157 -0.005 8.452  C126 1.505, Br128 1.945, H131 1.087, H132 1.085
128 Br 8.617 -1.258 8.161  C127 1.945
129 H 6.796 -0.810 10.435  C126 1.085
130 H 5.586 0.355 9.861  C126 1.088
131 H 7.633 0.939 8.706  C127 1.087
132 H 6.636 0.096 7.505  C127 1.085

## Properties
Total charge ... -1
Spin multiplicity ... 1
E_LUMO ... 1.4 eV



Record 2
# C33H68IN9O10Si

9 unconnected molecules or ions with the total composition C33H68IN9O10Si (the ωB97M-V functional and the def2-TZVPD basis, the Open Molecules 2025 dataset).

Last columns: bonded neighbours and bond lengths (Å).
Element x y z (Å)
1 C 4.274 2.495 1.189  C2 1.629, H15 1.148, H16 1.140, H17 1.153
2 C 3.476 1.937 -0.116  C1 1.629, O3 1.451, H18 1.156, H19 1.142
3 O 2.860 0.688 0.287  C2 1.451, Si4 1.727
4 Si 1.453 0.323 -0.647  O3 1.727, C5 1.917, C9 1.950, H20 1.482
5 C 0.774 -1.420 -0.231  Si4 1.917, C6 1.600, H21 1.150, H22 1.157
6 C -0.817 -1.499 -0.071  C5 1.600, O7 1.253, I8 2.203
7 O -1.260 -1.519 1.100  C6 1.253
8 I -2.120 -1.611 -1.844  C6 2.203
9 C 0.171 1.762 -0.350  Si4 1.950, C10 1.547, N14 1.425
10 C -0.544 1.777 1.022  C9 1.547, C11 1.578, H23 1.145
11 C -1.568 2.953 1.266  C10 1.578, C12 1.569, H24 1.143
12 C -1.725 4.003 0.112  C11 1.569, C13 1.552, H25 1.143
13 C -0.881 3.754 -1.166  C12 1.552, N14 1.423, H26 1.152
14 N 0.035 2.694 -1.419  C9 1.425, C13 1.423
15 H 3.887 2.022 2.161  C1 1.148
16 H 5.390 2.293 1.063  C1 1.140
17 H 4.104 3.629 1.312  C1 1.153
18 H 4.190 1.824 -1.019  C2 1.156
19 H 2.741 2.764 -0.399  C2 1.142
20 H 1.845 0.285 -2.076  Si4 1.482
21 H 1.259 -1.874 0.707  C5 1.150
22 H 1.038 -2.144 -1.095  C5 1.157
23 H -0.382 0.998 1.846  C10 1.145
24 H -2.180 3.061 2.226  C11 1.143
25 H -2.418 4.910 0.177  C12 1.143
26 H -0.999 4.528 -2.012  C13 1.152
27 C -6.871 -3.194 -4.650  N28 1.448, H32 1.093, H33 1.093, H34 1.091
28 N -5.603 -2.499 -4.729  C27 1.448, C29 1.450, C30 1.362
29 C -5.503 -1.155 -4.193  N28 1.450, H35 1.093, H36 1.092, H37 1.090
30 C -4.498 -3.064 -5.291  N28 1.362, O31 1.217, H38 1.102
31 O -3.408 -2.532 -5.387  C30 1.217
32 H -7.628 -2.618 -5.188  C27 1.093
33 H -7.162 -3.287 -3.600  C27 1.093
34 H -6.799 -4.190 -5.090  C27 1.091
35 H -5.203 -0.472 -4.992  C29 1.093
36 H -4.738 -1.138 -3.413  C29 1.092
37 H -6.459 -0.836 -3.777  C29 1.090
38 H -4.679 -4.084 -5.668  C30 1.102
39 C -0.525 5.226 4.606  N40 1.449, H44 1.093, H45 1.093, H46 1.091
40 N 0.793 4.693 4.323  C39 1.449, C41 1.450, C42 1.364
41 C 1.587 4.169 5.417  N40 1.450, H47 1.093, H48 1.093, H49 1.091
42 C 1.311 4.669 3.061  N40 1.364, O43 1.216, H50 1.102
43 O 2.407 4.237 2.759  C42 1.216
44 H -0.431 6.056 5.310  C39 1.093
45 H -1.140 4.439 5.050  C39 1.093
46 H -1.006 5.584 3.694  C39 1.091
47 H 2.524 4.728 5.479  C41 1.093
48 H 1.818 3.119 5.220  C41 1.093
49 H 1.045 4.255 6.359  C41 1.091
50 H 0.628 5.090 2.306  C42 1.102
51 C 1.334 -7.117 -0.897  N52 1.449, H56 1.093, H57 1.093, H58 1.091
52 N 1.231 -5.918 -1.704  C51 1.449, C53 1.451, C54 1.362
53 C 0.345 -5.920 -2.853  N52 1.451, H59 1.093, H60 1.093, H61 1.091
54 C 1.938 -4.789 -1.421  N52 1.362, O55 1.218, H62 1.102
55 O 1.894 -3.753 -2.059  C54 1.218
56 H 1.686 -7.940 -1.524  C51 1.093
57 H 0.349 -7.361 -0.493  C51 1.093
58 H 2.033 -6.973 -0.071  C51 1.091
59 H 0.926 -5.710 -3.754  C53 1.093
60 H -0.404 -5.134 -2.729  C53 1.093
61 H -0.151 -6.886 -2.953  C53 1.091
62 H 2.579 -4.893 -0.531  C54 1.102
63 C 5.478 -2.974 3.502  N64 1.449, H68 1.094, H69 1.094, H70 1.091
64 N 5.377 -1.787 2.678  C63 1.449, C65 1.450, C66 1.364
65 C 4.494 -1.804 1.527  N64 1.450, H71 1.093, H72 1.092, H73 1.091
66 C 6.084 -0.653 2.949  N64 1.364, O67 1.217, H74 1.102
67 O 6.044 0.375 2.299  C66 1.217
68 H 5.832 -3.806 2.886  C63 1.094
69 H 4.490 -3.213 3.906  C63 1.094
70 H 6.174 -2.820 4.328  C63 1.091
71 H 5.078 -1.606 0.624  C65 1.093
72 H 3.745 -1.017 1.637  C65 1.092
73 H 3.999 -2.772 1.438  C65 1.091
74 H 6.722 -0.747 3.843  C66 1.102
75 C -5.211 -1.388 3.782  N76 1.448, H80 1.093, H81 1.093, H82 1.091
76 N -4.895 -0.035 3.372  C75 1.448, C77 1.450, C78 1.363
77 C -3.584 0.241 2.817  N76 1.450, H83 1.093, H84 1.093, H85 1.090
78 C -5.788 0.988 3.491  N76 1.363, O79 1.217, H86 1.102
79 O -5.583 2.143 3.166  C78 1.217
80 H -4.505 -1.701 4.555  C75 1.093
81 H -5.124 -2.052 2.918  C75 1.093
82 H -6.226 -1.449 4.179  C75 1.091
83 H -3.085 0.991 3.438  C77 1.093
84 H -3.700 0.642 1.807  C77 1.093
85 H -2.981 -0.666 2.784  C77 1.090
86 H -6.752 0.671 3.923  C78 1.102
87 C -2.136 -1.415 -10.696  N88 1.448, H92 1.093, H93 1.093, H94 1.091
88 N -2.579 -0.974 -9.390  C87 1.448, C89 1.452, C90 1.364
89 C -1.904 -1.483 -8.210  N88 1.452, H95 1.092, H96 1.093, H97 1.091
90 C -3.611 -0.096 -9.232  N88 1.364, O91 1.217, H98 1.102
91 O -4.032 0.313 -8.166  C90 1.217
92 H -2.236 -2.501 -10.759  C87 1.093
93 H -1.086 -1.138 -10.829  C87 1.093
94 H -2.730 -0.954 -11.487  C87 1.091
95 H -2.629 -2.001 -7.578  C89 1.092
96 H -1.486 -0.645 -7.648  C89 1.093
97 H -1.105 -2.171 -8.492  C89 1.091
98 H -4.052 0.227 -10.189  C90 1.102
99 C -0.302 8.313 -3.049  N100 1.444, H104 1.093, H105 1.093, H106 1.091
100 N -1.417 8.582 -2.172  C99 1.444, C101 1.450, C102 1.362
101 C -2.761 8.538 -2.714  N100 1.450, H107 1.093, H108 1.093, H109 1.091
102 C -1.249 8.874 -0.853  N100 1.362, O103 1.216, H110 1.102
103 O -2.145 9.107 -0.065  C102 1.216
104 H -0.300 9.042 -3.863  C99 1.093
105 H -0.412 7.306 -3.460  C99 1.093
106 H 0.645 8.378 -2.510  C99 1.091
107 H -3.237 9.512 -2.572  C101 1.093
108 H -3.340 7.784 -2.175  C101 1.093
109 H -2.738 8.293 -3.777  C101 1.091
110 H -0.192 8.882 -0.542  C102 1.102
111 C 5.030 -5.160 8.825  N112 1.449, H116 1.093, H117 1.093, H118 1.091
112 N 5.449 -4.792 7.487  C111 1.449, C113 1.450, C114 1.363
113 C 4.837 -5.457 6.353  N112 1.450, H119 1.093, H120 1.093, H121 1.091
114 C 6.398 -3.841 7.260  N112 1.363, O115 1.217, H122 1.102
115 O 6.793 -3.486 6.164  C114 1.217
116 H 5.228 -6.224 8.980  C111 1.093
117 H 3.959 -4.970 8.929  C111 1.093
118 H 5.571 -4.583 9.576  C111 1.091
119 H 5.614 -5.958 5.770  C113 1.093
120 H 4.352 -4.711 5.719  C113 1.093
121 H 4.101 -6.188 6.689  C113 1.091
122 H 6.797 -3.399 8.187  C114 1.102

## Properties
SMILES ... CCO[Si@@H](CC(=O)I)c1ccccn1.CN(C)C=O.CN(C)C=O.CN(C)C=O.CN(C)C=O.CN(C)C=O.CN(C)C=O.CN(C)C=O.CN(C)C=O
Spin multiplicity ... 1
E_LUMO ... 0.3 eV